[1]
{"formula": "C4H8O2", "method": "the ωB97M-V functional and the def2-TZVPD basis", "elements": ["O", "O", "C", "C", "C", "C", "H", "H", "H", "H", "H", "H", "H", "H"], "positions_angstrom": [[0.679, 0.713, -1.448], [2.401, 0.361, 0.090], [-1.780, -0.854, -0.413], [-1.295, 0.036, 0.447], [1.078, 0.789, -0.111], [0.143, 0.038, 0.873], [-1.934, 0.841, 0.807], [2.405, -0.608, 0.063], [-2.791, -0.799, -0.798], [1.084, 1.859, 0.111], [0.390, -0.186, -1.661], [0.281, 0.484, 1.865], [0.499, -1.001, 0.953], [-1.159, -1.674, -0.779]], "lumo_ev": 0.86, "homo_energy_ha": -0.3654, "orbital_gap_ha": 0.39705, "charge": 0, "largest_force_ha_per_bohr": 0.0078, "e_above_lowest_kcal_mol": 35.71}


[2]
{"formula": "C2H3NS3", "method": "the ωB97M-V functional and the def2-TZVPD basis", "elements": ["S", "S", "S", "N", "C", "C", "H", "H", "H"], "positions_angstrom": [[-2.508, -1.221, -0.450], [1.038, -1.086, 0.535], [1.293, 1.788, -0.326], [-1.842, -0.053, 0.219], [-1.656, 0.933, 0.830], [1.451, 0.164, -0.524], [2.052, -0.176, -1.432], [-1.297, 1.676, 1.408], [1.468, -2.025, -0.261]], "lumo_ev": -0.48, "homo_energy_ha": -0.3096, "orbital_gap_ha": 0.29197, "charge": 0, "largest_force_ha_per_bohr": 0.1235, "e_above_lowest_kcal_mol": 69.30}


[3]
{"formula": "C9H16NOS", "method": "the ωB97M-V functional and the def2-TZVPD basis", "elements": ["S", "O", "N", "C", "C", "C", "C", "C", "C", "C", "C", "C", "H", "H", "H", "H", "H", "H", "H", "H", "H", "H", "H", "H", "H", "H", "H", "H"], "positions_angstrom": [[-2.387, 2.297, 0.629], [1.865, -0.614, 0.005], [-1.587, -0.390, -0.055], [-1.400, 1.130, -0.456], [-2.949, -0.885, -0.091], [2.723, 0.251, 0.009], [1.135, 1.644, -0.758], [-0.894, -1.295, -0.926], [3.960, 0.335, 0.873], [-0.027, 1.555, -0.491], [2.585, 1.512, -0.754], [-1.076, -0.639, 1.291], [-3.421, -0.668, -1.065], [-1.198, -2.256, -0.843], [4.356, -0.679, 1.124], [-2.993, -1.974, -0.038], [3.631, 0.867, 1.747], [0.023, -0.506, 1.232], [-1.229, 2.914, 1.243], [0.236, -1.414, -0.722], [-0.923, -0.934, -1.969], [-3.556, -0.372, 0.645], [-1.157, -1.792, 1.492], [-1.954, 1.007, -1.709], [4.803, 0.901, 0.354], [3.148, 2.336, -0.163], [-1.365, 0.034, 2.101], [3.004, 1.511, -1.734]], "lumo_ev": -2.82, "homo_energy_ha": -0.4915, "orbital_gap_ha": 0.38800, "charge": 1, "largest_force_ha_per_bohr": 0.1196, "e_above_lowest_kcal_mol": 74.73}


[4]
{"formula": "C41H65AsBF4N3O4SSeTl", "method": "the ωB97M-V functional and the def2-TZVPD basis", "elements": ["Tl", "Se", "As", "S", "F", "F", "F", "F", "O", "O", "O", "O", "N", "N", "N", "C", "C", "C", "C", "C", "C", "C", "C", "C", "C", "C", "C", "C", "C", "C", "C", "C", "C", "C", "C", "C", "C", "C", "C", "C", "C", "C", "C", "C", "C", "C", "C", "C", "C", "C", "C", "C", "C", "C", "C", "C", "B", "H", "H", "H", "H", "H", "H", "H", "H", "H", "H", "H", "H", "H", "H", "H", "H", "H", "H", "H", "H", "H", "H", "H", "H", "H", "H", "H", "H", "H", "H", "H", "H", "H", "H", "H", "H", "H", "H", "H", "H", "H", "H", "H", "H", "H", "H", "H", "H", "H", "H", "H", "H", "H", "H", "H", "H", "H", "H", "H", "H", "H", "H", "H", "H", "H"], "positions_angstrom": [[0.202, 0.919, 1.002], [-3.640, -2.333, 0.261], [2.325, -2.549, 3.311], [0.425, -2.196, 2.561], [2.023, 0.895, 3.424], [1.851, 2.893, 2.278], [3.355, 2.696, 4.053], [1.057, 2.739, 4.453], [-2.208, 0.953, -0.594], [-2.985, 6.664, 3.734], [1.918, 1.082, -1.137], [-0.159, 3.051, -0.953], [-0.910, 6.772, 2.844], [-1.814, 2.425, 2.493], [-0.182, -0.463, -1.541], [4.685, 0.149, -1.043], [-2.741, -5.022, -2.702], [2.073, -4.681, -3.899], [3.490, -1.203, 4.042], [-1.953, 8.586, 1.490], [2.759, -4.347, -2.566], [-3.809, -0.764, -0.986], [1.034, -1.006, -1.795], [-1.085, 8.214, 2.689], [-2.178, 2.625, 4.843], [4.517, 0.428, 0.460], [-1.883, 4.590, 3.514], [-2.029, 1.873, 3.689], [-2.964, -2.551, -2.659], [0.411, 6.222, 2.508], [-3.979, -2.025, -1.721], [3.623, -1.992, -1.893], [-5.005, 0.784, 0.652], [0.721, 6.286, 1.017], [2.144, -0.111, -1.481], [6.003, -0.606, -1.244], [-1.958, 6.089, 3.376], [2.261, -3.839, 4.754], [-3.272, -3.802, -3.480], [-2.112, 4.004, 4.748], [-1.374, -0.903, -1.786], [-2.584, -3.742, -4.847], [-4.779, -3.989, -3.705], [4.812, 1.486, -1.799], [3.483, -0.679, -1.518], [1.283, -2.355, -2.163], [-2.440, -0.134, -1.096], [4.242, -4.704, -2.695], [3.431, -3.424, 1.992], [2.546, -2.864, -2.227], [2.153, -5.225, -1.460], [-5.035, 0.157, -0.747], [-1.729, 3.756, 2.417], [-6.355, -0.609, -0.893], [-5.021, 1.265, -1.822], [-1.746, -2.002, -2.659], [2.085, 2.314, 3.571], [-5.968, 1.811, -1.788], [0.438, -3.018, -2.306], [-2.057, 0.785, 3.719], [-1.539, 8.605, 3.598], [4.624, -2.405, -1.921], [0.003, 5.702, 0.433], [1.155, 6.802, 3.059], [1.084, -5.028, -1.338], [-4.941, -4.827, -4.387], [4.772, -4.579, -1.746], [-6.378, -1.492, -0.247], [-1.495, -3.727, -4.755], [3.551, -2.757, 1.138], [-2.343, 2.136, 5.796], [4.739, -4.090, -3.453], [0.612, 2.538, -1.268], [-1.649, -4.984, -2.632], [-4.210, 1.970, -1.654], [2.460, -4.044, -4.700], [-0.902, 2.441, -1.095], [3.612, 1.005, 0.660], [-5.002, -2.286, -1.923], [-5.181, 0.017, 1.412], [0.487, 5.204, 2.863], [4.371, -1.731, 4.411], [-0.992, -2.366, -3.345], [5.752, 1.974, -1.519], [-2.956, 8.177, 1.622], [6.056, -1.515, -0.634], [6.831, 0.040, -0.940], [0.991, -4.529, -3.840], [-3.140, -5.033, -1.684], [-7.173, 0.051, -0.591], [-2.248, 4.631, 5.620], [-1.530, 8.185, 0.565], [2.252, -5.728, -4.170], [-4.053, 1.269, 0.857], [1.870, -3.343, 5.639], [3.252, -4.245, 4.961], [-2.032, 9.674, 1.396], [5.370, 1.000, 0.844], [0.719, 7.319, 0.651], [1.579, -4.630, 4.458], [-5.302, -4.219, -2.771], [3.987, 2.151, -1.566], [-0.090, 8.646, 2.587], [2.978, -0.682, 4.845], [-1.552, 4.166, 1.424], [4.405, -3.683, 2.411], [4.338, -5.753, -2.993], [6.153, -0.881, -2.293], [-5.800, 1.534, 0.730], [-2.891, -2.851, -5.402], [3.753, -0.475, 3.282], [4.823, 1.316, -2.881], [-4.911, 0.837, -2.825], [1.707, 5.853, 0.842], [2.638, -5.018, -0.502], [-6.545, -0.914, -1.928], [4.458, -0.515, 1.010], [2.283, -6.290, -1.693], [2.903, -4.318, 1.671], [-5.234, -3.098, -4.151], [-2.851, -4.626, -5.434], [-3.028, -5.954, -3.201]], "lumo_ev": 1.37, "homo_energy_ha": -0.1630, "orbital_gap_ha": 0.21333, "charge": -1, "largest_force_ha_per_bohr": 0.0141, "e_above_lowest_kcal_mol": 4.48}


[5]
{"formula": "C6H10O", "method": "the ωB97M-V functional and the def2-TZVPD basis", "elements": ["O", "C", "C", "C", "C", "C", "C", "H", "H", "H", "H", "H", "H", "H", "H", "H", "H"], "positions_angstrom": [[1.137, -1.977, 0.043], [2.147, 1.582, -0.278], [-1.568, 0.529, -0.364], [1.676, -0.932, 0.064], [-1.568, -0.778, 0.361], [-2.488, -1.764, 0.220], [2.209, 0.193, 0.345], [-0.623, 0.605, -1.142], [-1.154, 1.253, 0.377], [3.132, -0.066, 0.969], [1.029, 1.879, -0.029], [-2.439, -2.683, 0.749], [2.940, 2.297, 0.116], [-0.823, -0.803, 1.068], [-2.596, 0.725, -0.763], [-3.362, -1.631, -0.369], [2.353, 1.570, -1.366]], "lumo_ev": 0.57, "homo_energy_ha": -0.3309, "orbital_gap_ha": 0.35195, "charge": 0, "largest_force_ha_per_bohr": 0.0818, "e_above_lowest_kcal_mol": 62.62}


[6]
{"formula": "C18H18ClNO6PtSi", "method": "the ωB97M-V functional and the def2-TZVPD basis", "elements": ["Pt", "Cl", "Si", "O", "O", "O", "O", "O", "O", "N", "C", "C", "C", "C", "C", "C", "C", "C", "C", "C", "C", "C", "C", "C", "C", "C", "C", "C", "H", "H", "H", "H", "H", "H", "H", "H", "H", "H", "H", "H", "H", "H", "H", "H", "H", "H"], "positions_angstrom": [[0.645, 0.901, -0.602], [-2.603, 2.767, 5.117], [-0.015, -1.796, 0.822], [-3.174, 2.381, -1.524], [-1.245, 1.310, -1.331], [0.983, 3.113, -0.578], [2.543, 4.751, -0.667], [2.905, 1.220, -0.348], [4.525, 2.773, -0.609], [0.587, -1.068, -0.677], [-2.306, 2.290, 0.650], [-2.251, 2.004, -0.839], [3.493, 2.245, -0.505], [1.752, -3.528, -3.191], [2.184, -2.701, -4.218], [0.009, -3.662, 0.974], [1.052, -1.036, 2.172], [2.012, 3.720, -0.618], [-1.221, 2.057, 1.460], [-2.478, 2.620, 3.393], [-3.490, 2.742, 1.218], [1.222, -3.007, -2.027], [-1.276, 2.214, 2.834], [1.091, -1.616, -1.846], [-3.579, 2.898, 2.593], [1.518, -0.796, -2.916], [2.065, -1.328, -4.068], [-1.804, -1.284, 1.006], [-1.924, -0.206, 1.001], [1.009, -4.095, 0.920], [-2.203, -1.658, 1.953], [-0.406, -3.917, 1.953], [1.840, -4.601, -3.303], [1.090, 0.052, 2.085], [-0.306, 1.730, 0.971], [-2.408, -1.691, 0.192], [0.909, -3.671, -1.239], [2.077, -1.411, 2.122], [2.400, -0.666, -4.857], [2.602, -3.117, -5.125], [-0.416, 2.026, 3.463], [-0.623, -4.139, 0.223], [1.398, 0.276, -2.819], [-4.501, 3.230, 3.051], [-4.333, 2.956, 0.576], [0.651, -1.283, 3.158]], "lumo_ev": [-3.89, -3.99], "homo_energy_ha": [-0.2810, -0.2783], "orbital_gap_ha": [0.13802, 0.13169], "charge": 0, "largest_force_ha_per_bohr": 0.0934}


[7]
{"formula": "C5H5N3S", "method": "the ωB97M-V functional and the def2-TZVPD basis", "elements": ["S", "N", "N", "N", "C", "C", "C", "C", "C", "H", "H", "H", "H", "H"], "positions_angstrom": [[1.604, 2.035, -0.917], [0.976, -0.230, -1.824], [-2.043, -1.236, -0.384], [-0.164, -0.245, 0.358], [-0.067, -0.456, -1.040], [0.682, 0.590, 1.124], [1.415, 1.662, 0.724], [-1.419, -0.749, 0.683], [-1.261, -1.084, -1.422], [2.051, 2.107, 1.372], [0.876, -0.070, -2.809], [-1.605, -1.545, -2.286], [-1.653, -0.688, 1.751], [0.712, 0.162, 2.044]], "lumo_ev": [-1.34, -1.33], "homo_energy_ha": [-0.2941, -0.3005], "orbital_gap_ha": [0.24480, 0.25180], "charge": 0, "largest_force_ha_per_bohr": 0.0889, "e_above_lowest_kcal_mol": 59.05}